Formula: C23H38BrNO11
Source: the OMol25 dataset
Level of theory: ωB97M-V/def2-TZVPD

Each line ends with the Löwdin charge.
Geometry (Å):
C: -1.99596 2.88003 -2.96365  -0.1052
O: -0.86411 3.32875 -3.69087  -0.2102
C: 0.32315 3.33956 -2.89817  -0.2670
C: 1.23332 4.53660 -3.20227  -0.2889
N: 1.97366 4.94957 -2.00326  -0.4770
Br: 2.87491 3.52574 -1.23563  0.7533
H: -2.72209 2.42611 -3.63931  0.0788
H: -2.42842 3.74064 -2.43815  0.0907
H: -1.73955 2.11452 -2.22085  0.0782
H: 0.87403 2.42377 -3.14156  0.1017
H: 0.04274 3.32836 -1.84096  0.0975
H: 1.98266 4.29409 -3.95782  0.1028
H: 0.67561 5.40733 -3.55427  0.1207
H: 1.38298 5.41035 -1.32241  0.0327
O: -3.61218 0.00874 -5.01118  0.1131
C: -2.52932 -0.26192 -5.44371  -0.4837
O: -2.19445 -1.50869 -5.85591  0.0251
C: -0.80243 -1.54980 -6.21788  -0.1534
C: -0.42666 -0.10764 -6.52906  -0.1476
C: -1.33878 0.66429 -5.58053  -0.0800
H: -0.23792 -1.95123 -5.37373  0.1250
H: -0.67723 -2.21123 -7.07245  0.1213
H: 0.63321 0.09836 -6.39348  0.1166
H: -0.68529 0.12979 -7.56262  0.1164
H: -0.88656 0.79919 -4.59726  0.1196
H: -1.63969 1.62479 -5.98830  0.1279
O: 1.65089 4.69685 0.85318  -0.0272
C: 0.92234 4.72097 1.80271  -0.4692
O: -0.42414 4.82457 1.68961  0.0278
C: -1.02310 4.93537 2.99225  -0.1542
C: -0.00308 4.33693 3.95144  -0.1546
C: 1.31719 4.68235 3.26533  -0.0673
H: -1.21562 5.99087 3.19518  0.1272
H: -1.96932 4.39968 2.99541  0.1242
H: -0.09181 4.72016 4.96604  0.1151
H: -0.12327 3.25294 3.98987  0.1153
H: 1.68497 5.66826 3.55265  0.1332
H: 2.08468 3.93298 3.43642  0.1269
O: 1.30172 -0.95607 -2.24079  0.1058
C: 0.59217 -0.90713 -1.27643  -0.4944
O: -0.75054 -0.77304 -1.35514  0.0174
C: -1.30815 -0.64202 -0.03242  -0.1430
C: -0.27505 -1.25546 0.90323  -0.1619
C: 1.03027 -0.94161 0.17640  -0.0634
H: -1.47186 0.42002 0.16821  0.1213
H: -2.26589 -1.15579 0.00121  0.1265
H: -0.32375 -0.86752 1.90842  0.0854
H: -0.41531 -2.33541 0.95556  0.1171
H: 1.42539 0.03883 0.44809  0.1308
H: 1.77854 -1.71183 0.34194  0.1128
O: 0.41929 -2.06372 3.55489  0.1055
C: -0.29227 -2.03884 4.51715  -0.4724
O: -1.63654 -1.91399 4.42366  0.0286
C: -2.21660 -1.80702 5.73631  -0.1516
C: -1.19235 -2.42851 6.67539  -0.1520
C: 0.12272 -2.09510 5.97396  -0.0694
H: -2.39137 -0.75050 5.95143  0.1254
H: -3.16990 -2.32921 5.74714  0.1256
H: -1.26175 -2.05358 7.69443  0.1158
H: -1.32684 -3.51030 6.70561  0.1207
H: 0.50844 -1.11675 6.26510  0.1309
H: 0.88152 -2.85685 6.12732  0.1274
O: 0.83610 -6.57172 2.53112  0.1194
C: 1.24777 -6.21877 1.46589  -0.4878
O: 0.74727 -6.68185 0.29341  0.0255
C: 1.50872 -6.16280 -0.81169  -0.1515
C: 2.17600 -4.90539 -0.27631  -0.1532
C: 2.38958 -5.25655 1.19370  -0.0697
H: 2.23376 -6.91973 -1.11887  0.1260
H: 0.83884 -5.96182 -1.64413  0.1253
H: 3.08939 -4.64441 -0.80711  0.1195
H: 1.48890 -4.06094 -0.35465  0.1021
H: 3.33332 -5.77835 1.35884  0.1309
H: 2.32308 -4.38829 1.84435  0.1190

Cartesian forces (eV/Å) of the 3 atoms listed first:
0.06 0.16 0.14
0.05 0.01 -0.02
-0.32 -0.25 -0.81

Electronic energy, Eh: -4355.5901
Molecular weight, g mol⁻¹: 584.46
SMILES: O=C1CCCO1.O=C1CCCO1.O=C1CCCO1.O=C1CCCO1.O=C1CCCO1.COCCNBr
Gap between HOMO and LUMO, eV: 8.18

---

Formula: C40H40ClIrN2P2S
Source: the OMol25 dataset
Level of theory: ωB97M-V/def2-TZVPD

Each line ends with the Löwdin charge.
Geometry (Å):
Ir: 0.14098 -0.08067 -0.68224  0.5157
Cl: 0.05148 -0.11891 -3.03930  0.1621
P: -0.25570 2.21292 -0.72787  0.8898
P: -0.13429 -2.39253 -0.61844  0.8619
C: -0.18962 3.27749 0.76572  -0.4008
C: -1.76563 2.86208 -1.51684  -0.3620
C: 1.15953 2.79267 -1.71161  -0.3995
C: 1.43186 -3.24810 -0.97116  -0.3653
C: -0.73164 -3.30220 0.85442  -0.3069
C: -1.32772 -2.88452 -1.90503  -0.4184
C: 0.92914 4.07131 1.07379  -0.0649
C: 0.91889 4.87961 2.21298  -0.0442
C: -0.19936 4.91731 3.04839  -0.0430
C: -1.31041 4.12192 2.75116  -0.0501
C: -1.31942 3.33122 1.60265  -0.1232
H: 1.79390 4.08301 0.41055  0.1113
H: 1.79263 5.48907 2.43912  0.1251
H: -0.20919 5.56333 3.92660  0.1270
H: -2.17834 4.12434 3.40901  0.1241
H: -2.21683 2.76756 1.33869  0.1191
C: 2.41676 2.24529 -1.43445  -0.1443
C: 3.54223 2.74192 -2.09986  -0.0487
C: 3.39477 3.75790 -3.04630  -0.0193
C: 2.13130 4.27356 -3.34577  -0.0173
C: 1.00347 3.77844 -2.69235  -0.0366
H: 2.49000 1.40513 -0.73408  0.0854
H: 4.52189 2.31545 -1.87815  0.1234
H: 4.27243 4.13375 -3.57161  0.1294
H: 2.01171 5.05702 -4.09507  0.1304
H: 0.00829 4.15225 -2.93110  0.1153
C: -2.16305 4.19881 -1.32280  -0.0825
C: -3.32127 4.68059 -1.93328  -0.0341
C: -4.08735 3.84143 -2.74983  -0.0274
C: -3.68471 2.52070 -2.95742  -0.0444
C: -2.53195 2.03408 -2.34267  -0.1082
H: -1.58347 4.87071 -0.68971  0.1188
H: -3.62049 5.71734 -1.76511  0.1260
H: -4.99370 4.22141 -3.22254  0.1266
H: -4.26230 1.86164 -3.60527  0.1197
H: -2.20330 1.01343 -2.51629  0.0219
C: -2.05844 -3.72999 0.97851  -0.0038
C: -2.47685 -4.39483 2.13901  0.0450
C: -1.57822 -4.62512 3.18642  0.0493
C: -0.25192 -4.20770 3.05834  -0.0190
C: 0.16967 -3.54507 1.90224  -0.0848
H: -2.77004 -3.56204 0.16546  0.1237
H: -3.51333 -4.72293 2.21350  0.1452
H: -1.91478 -5.12152 4.09957  0.1501
H: 0.46238 -4.40702 3.85507  0.1371
H: 1.21360 -3.23767 1.79355  0.1356
C: 2.48516 -2.51604 -1.51968  -0.1056
C: 3.67927 -3.15372 -1.85888  -0.0278
C: 3.85237 -4.51045 -1.58027  -0.0177
C: 2.81226 -5.24295 -0.99648  -0.0282
C: 1.60041 -4.61787 -0.69624  -0.0879
H: 2.35257 -1.44642 -1.68210  0.0236
H: 4.46920 -2.57977 -2.34280  0.1254
H: 4.79898 -5.00001 -1.81102  0.1304
H: 2.93704 -6.30414 -0.76885  0.1289
H: 0.79590 -5.19645 -0.24098  0.1198
C: -1.08897 -4.00144 -2.71176  -0.0528
C: -2.06745 -4.41837 -3.61471  -0.0299
C: -3.25652 -3.69638 -3.74191  -0.0284
C: -3.47747 -2.55893 -2.96165  -0.0440
C: -2.51611 -2.15394 -2.03542  -0.1497
H: -0.15060 -4.54516 -2.62303  0.1059
H: -1.88849 -5.30558 -4.22191  0.1263
H: -4.01060 -4.01212 -4.46215  0.1269
H: -4.39690 -1.97957 -3.06113  0.1222
H: -2.66677 -1.26336 -1.41930  0.0895
H: 2.91300 -0.16244 -3.71495  0.0731
H: 2.18667 -0.13535 -3.46197  -0.0782
S: -0.54042 -0.06593 1.38430  0.6782
C: 0.49644 0.09669 2.81689  -0.5864
N: 0.84535 1.32298 3.20657  0.0682
C: 1.22259 1.68679 4.56545  -0.1202
C: 1.49586 0.48170 5.46160  -0.1257
C: 0.84809 -0.84571 5.08746  -0.1234
N: 0.66810 -0.94087 3.63608  0.0398
H: 0.64260 2.06397 2.54032  0.0843
H: 0.44034 2.35083 4.98041  0.1404
H: 2.12604 2.29202 4.46466  0.1382
H: 1.16877 0.76000 6.46404  0.1325
H: 2.57824 0.32669 5.52531  0.1293
H: -0.12172 -0.95541 5.60515  0.1418
H: 1.46780 -1.69060 5.39637  0.1337
H: 0.29531 -1.81655 3.27399  0.0774

Cartesian forces (eV/Å) of the 3 atoms listed first:
1.97 -0.22 -2.66
-0.30 -0.19 0.64
-1.56 4.15 -0.51

Electronic energy, Eh: -3302.0499
Spin multiplicity: 6
Molecular weight, g mol⁻¹: 870.46
Gap between HOMO and LUMO (spin up / spin down), eV: 4.79 / 3.32
Net charge: +3

---

Formula: C4H7N2S
Source: the OMol25 dataset
Level of theory: ωB97M-V/def2-TZVPD

Each line ends with the Löwdin charge.
Geometry (Å):
C: -0.57646 0.44415 1.32563  -0.1292
C: -0.92738 1.71729 1.34577  -0.6086
C: 1.13594 0.15257 -0.83346  0.0643
C: -0.61087 -2.08170 1.10743  0.1014
N: -0.58813 -0.78180 1.28186  0.0468
N: 0.66188 1.26983 -1.25479  0.0236
S: -1.10577 2.64394 0.00173  0.7507
H: -0.93133 2.18113 2.36150  0.1067
H: 1.98122 0.12773 -0.22205  0.0966
H: 0.71868 -0.84655 -1.21088  0.1431
H: -0.59981 -2.77345 1.90931  0.0844
H: -0.64799 -2.33870 0.05267  0.0854
H: 1.10628 2.22903 -1.19409  0.1611
H: 0.00471 1.21186 -1.94400  0.0736

Cartesian forces (eV/Å) of the 3 atoms listed first:
0.47 -4.30 -0.12
0.06 1.67 1.35
-1.09 -1.01 -1.17

Electronic energy, Eh: -663.9021
Molecular weight, g mol⁻¹: 115.18
Gap between HOMO and LUMO (spin up / spin down), eV: 7.40 / 7.40
Energy above the lowest of the compared OMol25 structures with the same formula, charge and spin, kcal/mol: 108.30
Net charge: +1

---

Formula: H3N2O2
Source: the OMol25 dataset
Level of theory: ωB97M-V/def2-TZVPD

Each line ends with the Löwdin charge.
Geometry (Å):
N: 0.65245 1.02636 -0.06519  -0.1320
N: -0.88688 -0.67742 0.48355  -0.1354
O: 0.58805 -1.33796 0.60726  -0.3925
O: -0.64466 0.72658 0.44224  -0.3967
H: 0.86462 -0.18324 0.15902  -0.0199
H: 0.50441 1.33881 -1.04802  -0.0044
H: -1.07800 -0.89312 -0.57886  0.0808

Cartesian forces (eV/Å) of the 3 atoms listed first:
0.09 -0.41 -0.21
2.38 -1.97 -2.23
-3.54 1.91 -0.45

Electronic energy, Eh: -261.6017
Molecular weight, g mol⁻¹: 63.04
Gap between HOMO and LUMO, eV: 8.38
Energy above the lowest of the compared OMol25 structures with the same formula, charge and spin, kcal/mol: 19.49
Net charge: -1

---

Formula: C2H3NO2S
Source: the OMol25 dataset
Level of theory: ωB97M-V/def2-TZVPD

Each line ends with the Löwdin charge.
Geometry (Å):
C: -0.00622 0.81088 -1.52922  -0.6747
C: -0.03035 0.00659 -0.14516  -0.0683
N: 1.13959 1.77730 -1.62103  -0.4318
O: 1.90171 1.87119 -0.67826  0.0787
O: 1.10452 2.44048 -2.62524  0.0312
S: -0.86451 0.51145 -2.85676  0.8501
H: 0.57432 -0.77848 -0.45572  0.0507
H: 0.33679 0.48165 0.78100  0.0786
H: -1.08438 -0.11303 0.18613  0.0855

Cartesian forces (eV/Å) of the 3 atoms listed first:
-0.58 -1.61 1.59
-1.98 3.33 -0.39
-0.73 0.59 -0.04

Electronic energy, Eh: -681.2803
Molecular weight, g mol⁻¹: 105.12
SMILES: CC(=S)[N+](=O)[O-]
Gap between HOMO and LUMO, eV: 8.00
Energy above the lowest of the compared OMol25 structures with the same formula, charge and spin, kcal/mol: 112.36

---

Formula: C3H5N3
Source: the OMol25 dataset
Level of theory: ωB97M-V/def2-TZVPD

Each line ends with the Löwdin charge.
Geometry (Å):
N: -1.09919 -1.24532 -0.79337  0.0487
C: 1.30208 -0.73473 -0.64259  -0.1510
C: -0.14835 1.56575 1.07111  0.0703
N: -0.01438 -0.38417 -0.70266  -0.1313
N: 1.78752 0.25406 0.08043  0.0780
C: 0.50024 0.74114 0.27975  -0.3177
H: -1.88157 -0.77015 -1.23265  0.0816
H: -1.38664 -1.60802 0.11457  0.0847
H: 1.77370 -1.63582 -0.99645  0.1209
H: 0.38503 2.13755 1.81298  0.0608
H: -1.21845 1.67972 1.00889  0.0550

Cartesian forces (eV/Å) of the 3 atoms listed first:
-0.06 0.04 0.33
0.05 0.52 1.17
0.08 0.01 -0.05

Electronic energy, Eh: -281.4642
Molecular weight, g mol⁻¹: 83.09
Gap between HOMO and LUMO, eV: 9.73
Energy above the lowest of the compared OMol25 structures with the same formula, charge and spin, kcal/mol: 78.99

---

Formula: C5H6O
Source: the OMol25 dataset
Level of theory: ωB97M-V/def2-TZVPD

Each line ends with the Löwdin charge.
Geometry (Å):
C: 2.27966 -2.08101 0.93892  0.1314
C: 1.47464 -1.50500 0.21870  -0.1314
C: -2.10799 1.60957 0.08349  0.0028
C: -0.89124 1.13268 -0.11647  -0.3044
C: 0.59688 -0.80546 -0.65707  -0.1165
O: -0.61776 -0.17532 0.17736  -0.1344
H: 3.09122 -2.54064 1.49299  0.0383
H: -2.30737 2.70975 -0.12520  0.0735
H: -2.91711 0.99448 0.58837  0.0853
H: -0.01759 1.77011 -0.09678  0.1088
H: 0.35497 -1.31896 -1.58999  0.1204
H: 1.06170 0.20979 -0.91432  0.1261

Cartesian forces (eV/Å) of the 3 atoms listed first:
-0.99 0.99 -1.39
1.92 -1.80 2.04
-1.49 1.19 0.39

Electronic energy, Eh: -269.2040
Molecular weight, g mol⁻¹: 82.10
SMILES: C#CCOC=C
Gap between HOMO and LUMO, eV: 10.02
Energy above the lowest of the compared OMol25 structures with the same formula, charge and spin, kcal/mol: 89.24

---

Formula: C35H32BN7OReS
Source: the OMol25 dataset
Level of theory: ωB97M-V/def2-TZVPD

Each line ends with the Löwdin charge.
Geometry (Å):
Re: 0.05853 0.32261 0.02428  1.4720
C: 0.28700 -1.63255 5.11902  0.0088
C: 0.73264 -0.95179 3.88764  -0.2185
C: 2.00580 -0.44164 3.61424  0.0888
C: 1.97288 -0.03128 2.28702  -0.1968
N: 0.72496 -0.24272 1.83047  -0.0998
N: -0.02461 -0.80536 2.78241  0.0673
B: -1.37447 -1.41222 2.32647  -0.4490
N: -2.29268 -0.30860 1.74537  0.0674
N: -1.84643 0.32133 0.65511  -0.0998
C: -2.84181 1.02507 0.08550  -0.1968
C: -3.97015 0.86835 0.88110  0.0887
C: -3.59541 -0.00392 1.90794  -0.2186
C: -4.46596 -0.59333 2.94349  0.0088
C: -2.61138 1.54242 -1.26885  -0.1844
C: -2.08892 0.61501 -2.18868  -0.0869
C: -1.89169 0.97180 -3.51237  -0.0696
C: -2.18090 2.25927 -3.92950  -0.0473
C: -2.67240 3.18549 -3.01864  -0.0406
C: -2.90295 2.83317 -1.69911  -0.0075
N: -1.01360 -2.30511 1.10920  0.0420
N: -0.39616 -1.82363 -0.01113  -0.0232
C: -0.23222 -2.86290 -0.86687  -0.1894
C: -0.75808 -4.01118 -0.26576  0.0678
C: -1.24008 -3.62516 0.97346  -0.2286
C: -1.89304 -4.47626 1.99552  0.0083
C: 0.38701 -2.77867 -2.18188  -0.1579
C: 0.87591 -1.56892 -2.67134  -0.0905
C: 1.46538 -1.45728 -3.90878  -0.0672
C: 1.58649 -2.58128 -4.71367  -0.0461
C: 1.10777 -3.79665 -4.24871  -0.0453
C: 0.51587 -3.90547 -3.00509  -0.0006
C: 3.00255 0.31076 1.29824  -0.1847
C: 3.03999 -0.51024 0.15649  -0.0869
C: 4.01036 -0.32188 -0.81407  -0.0698
C: 4.93213 0.70104 -0.67722  -0.0477
C: 4.88267 1.53045 0.43575  -0.0405
C: 3.93662 1.33371 1.42856  -0.0076
H: 1.04097 -1.52266 5.89418  0.0981
H: 0.14939 -2.69475 4.91774  0.0968
H: -0.66007 -1.24490 5.48306  0.0956
H: 2.84078 -0.40203 4.28504  0.1311
H: -1.89683 -2.00928 3.18241  0.1235
H: -4.93745 1.30263 0.72727  0.1309
H: -5.43783 -0.10712 2.92815  0.0981
H: -4.03835 -0.50693 3.93805  0.0956
H: -4.60642 -1.65438 2.73942  0.0967
H: -1.98795 -0.42657 -1.90081  0.1092
H: -1.53199 0.23778 -4.21544  0.1157
H: -2.04219 2.53898 -4.96236  0.1180
H: -2.87347 4.19084 -3.35067  0.1172
H: -3.29912 3.54972 -0.99701  0.1246
H: -0.78946 -5.00066 -0.67176  0.1221
H: -1.95645 -5.50203 1.64391  0.0979
H: -2.89808 -4.12226 2.21409  0.0922
H: -1.33424 -4.46380 2.92851  0.0921
H: 0.78225 -0.68625 -2.04220  -0.0152
H: 1.83036 -0.50130 -4.24861  0.1090
H: 2.04778 -2.50477 -5.68668  0.1174
H: 1.19959 -4.67269 -4.87016  0.1182
H: 0.15481 -4.86499 -2.67553  0.1133
H: 2.40826 -1.39136 0.10906  0.1092
H: 4.05372 -0.98636 -1.66195  0.1156
H: 5.69874 0.84411 -1.42326  0.1181
H: 5.59239 2.33689 0.52055  0.1171
H: 3.90938 1.96929 2.29945  0.1245
O: 0.11377 2.31018 0.85393  -0.2357
N: 0.61384 3.37675 0.28356  -0.1886
C: 0.56709 4.54342 0.95107  0.0193
C: 1.07825 5.68357 0.39148  -0.0063
C: 1.64969 5.62346 -0.88136  -0.0149
C: 1.69034 4.42210 -1.55269  -0.0469
C: 1.15876 3.28138 -0.94893  -0.5756
S: 1.16181 1.73416 -1.70427  0.8195
H: 0.10756 4.49117 1.92499  0.1517
H: 1.02927 6.60626 0.94401  0.1268
H: 2.05573 6.51056 -1.33581  0.1271
H: 2.12377 4.33943 -2.53601  0.1228

Cartesian forces (eV/Å) of the 3 atoms listed first:
0.80 0.84 -1.36
-0.24 -0.22 0.09
0.47 0.29 -0.24

Electronic energy, Eh: -2312.3440
Spin multiplicity: 2
Molecular weight, g mol⁻¹: 795.78
Gap between HOMO and LUMO (spin up / spin down), eV: 5.74 / 6.20
Net charge: +2